w.
# C4H6FN

A 2-piece molecular cluster, C4H6FN overall (ωB97M-V/def2-TZVPD, the Open Molecules 2025 dataset).

ORCA input file:
```
! RIJCOSX wB97M-V def2-TZVPD def2/J DEFGRID3
* xyz 0 1
C -1.5681 1.6899 -0.8091
C 2.7097 0.0473 1.3713
C 1.5850 0.1795 0.6806
C -1.7533 -0.7441 0.0396
N -1.6377 0.5840 -0.4630
F 1.4328 -0.4077 -0.5820
H 3.4410 -0.5220 0.9147
H 2.8645 0.4538 2.3566
H 0.7092 0.7513 0.8821
H -2.6479 -0.6329 0.7283
H -0.8455 -0.9408 0.7013
H -1.6829 -1.3997 -0.8722
*
```

As for the molar mass: 87.097 g mol⁻¹. The value obtained for the HOMO energy is -0.3807 Eh. Its HOMO-LUMO gap is 0.41200 Eh. As for the LUMO energy: 0.851 eV.

***

x.
# C4H6FN

A single C4H6FN molecule (ωB97M-V/def2-TZVPD, the Open Molecules 2025 dataset).

ORCA input file:
```
! RIJCOSX wB97M-V def2-TZVPD def2/J DEFGRID3
* xyz 0 1
C -0.0119 0.1892 -0.3308
C 1.0128 -1.0357 0.0866
C -1.4389 -0.1154 -0.1946
C -2.4917 -0.4524 0.1690
H 1.1781 1.9642 -0.4865
H 0.7216 1.4794 1.2059
H 0.3211 0.3931 -1.3557
H 0.9487 -1.8533 -0.5512
H 0.8857 -1.2369 1.1729
H -3.6578 -0.4797 0.1408
N 0.3009 1.5023 0.1391
F 2.2314 -0.3547 0.0045
*
```

As for the molar mass: 87.097 g mol⁻¹. The value obtained for the HOMO energy is -0.3604 Eh. Its HOMO-LUMO gap is 0.39475 Eh. Its SMILES is C#C[C@@H](N)CF. As for the LUMO energy: 0.934 eV.

***

y.
# C4H6FN

A single C4H6FN molecule (ωB97M-V/def2-TZVPD, the Open Molecules 2025 dataset).

ORCA input file:
```
! RIJCOSX wB97M-V def2-TZVPD def2/J DEFGRID3
* xyz 0 1
C -1.7218 0.5028 0.0537
C -0.4163 0.7775 -0.0048
C 0.6151 -0.3046 -0.0918
C 1.9040 -0.1780 0.7457
H -2.5709 1.1692 0.2440
H -0.0937 1.8245 -0.0530
H 0.3245 -1.3400 -0.3167
H 2.3624 -1.1666 0.9193
H 2.0840 0.6825 1.3841
H 2.2291 -0.6635 -1.2053
N 1.8907 0.1758 -0.7229
F -2.2062 -0.7248 -0.0144
*
```

As for the molar mass: 87.097 g mol⁻¹. The value obtained for the HOMO energy is -0.3362 Eh. Its HOMO-LUMO gap is 0.37738 Eh. Its SMILES is F/C=C\[C@@H]1CN1. As for the LUMO energy: 1.120 eV.

***

z.
# C4H6FN

A single C4H6FN molecule (ωB97M-V/def2-TZVPD, the Open Molecules 2025 dataset).

ORCA input file:
```
! RIJCOSX wB97M-V def2-TZVPD def2/J DEFGRID3
* xyz 0 1
C -1.0954 -0.6634 0.4470
C -0.3507 0.6426 0.3824
C 0.7276 0.5988 -0.6534
C 1.7669 -0.3196 -0.2892
H -1.9234 -0.5580 1.1689
H -0.4331 -1.5300 0.6189
H -1.0516 1.4277 0.2000
H 0.1681 0.6878 1.3640
H 1.1033 1.5627 -0.8754
H 0.3409 0.2363 -1.6206
N 2.4741 -1.1738 0.0377
F -1.7267 -0.9113 -0.7804
*
```

As for the molar mass: 87.097 g mol⁻¹. The value obtained for the HOMO energy is -0.4292 Eh. Its HOMO-LUMO gap is 0.46061 Eh. Its SMILES is N#CCCCF. As for the LUMO energy: 0.854 eV.

***

Going by the energies, z is most stable and the next is 1.654 eV up.

***

w.
# C9H16N2O2

A 2-piece molecular cluster, C9H16N2O2 overall (ωB97M-V/def2-TZVPD, the Open Molecules 2025 dataset).

ORCA input file:
```
! RIJCOSX wB97M-V def2-TZVPD def2/J DEFGRID3
* xyz 0 1
C 3.0968 1.3934 -2.2042
C 3.3621 -0.0190 -2.6624
C 2.5998 -1.0568 -2.2524
C 1.0435 0.5343 -1.1824
C -3.1235 1.1887 3.9664
C -2.9192 -0.2899 3.8706
C -3.1498 -0.6744 2.4804
C -2.7202 -2.0271 1.8927
C -2.8272 -2.3836 0.4371
H 1.8946 2.4264 -0.8062
H 4.1002 0.0707 -3.4047
H 2.7153 -2.0961 -2.6526
H 0.8042 -1.6528 -1.3358
H -2.5917 1.8192 3.1080
H -4.2647 1.6547 4.1259
H -2.5700 1.6071 4.9228
H -3.7945 -0.6757 4.5094
H -2.0823 -0.6774 4.5573
H -4.2466 -0.5593 2.1197
H -2.5897 -0.0153 1.7615
H -3.2102 -2.6827 2.6200
H -1.6011 -2.2360 2.0136
H -2.3051 -1.4794 -0.1403
H -2.2384 -3.2422 -0.0791
H -3.8928 -2.5086 0.3005
N 2.0585 1.4977 -1.3984
N 1.3118 -0.7998 -1.8206
O 3.7295 2.4250 -2.5006
O 0.0339 0.7460 -0.6445
*
```

As for the molar mass: 184.239 g mol⁻¹. The value obtained for the HOMO energy is -0.3466 Eh. Its HOMO-LUMO gap is 0.35590 Eh. Its SMILES is O=c1cc[nH]c(=O)[nH]1.CCCCC. As for the LUMO energy: 0.252 eV.

***

x.
# C9H16N2O2

A 2-piece molecular cluster, C9H16N2O2 overall (ωB97M-V/def2-TZVPD, the Open Molecules 2025 dataset).

ORCA input file:
```
! RIJCOSX wB97M-V def2-TZVPD def2/J DEFGRID3
* xyz 0 1
C -1.1428 -1.1563 -0.2619
C -2.3533 -1.8174 0.0799
C -3.4162 -1.0713 0.1027
C -2.2161 1.0486 0.0524
C 3.7318 -2.1441 0.1774
C 2.5027 -1.1088 0.3313
C 3.0910 0.3121 -0.1066
C 1.9794 1.3673 0.1166
C 2.3229 2.9058 -0.2585
H -0.3142 0.7396 -0.8536
H -2.6161 -2.7761 -0.1593
H -4.5252 -1.3614 0.2501
H -4.1571 0.9819 0.5187
H 4.2576 -2.3070 -0.7687
H 4.4625 -1.5559 0.7755
H 3.5180 -3.1670 0.8990
H 2.2821 -1.0324 1.4331
H 1.7430 -1.3743 -0.2513
H 3.8989 0.5626 0.4899
H 3.2817 0.1503 -1.1480
H 1.6563 1.4188 1.1668
H 0.9292 1.2526 -0.3523
H 2.1418 3.2359 -1.4558
H 1.5532 3.4945 0.5979
H 3.4461 3.0006 -0.1048
N -1.1911 0.2513 -0.4377
N -3.3493 0.3664 0.0098
O -0.1173 -1.7072 -0.3833
O -1.9791 2.2571 0.4532
*
```

As for the molar mass: 184.239 g mol⁻¹. The value obtained for the HOMO energy is -0.3686 Eh. Its HOMO-LUMO gap is 0.37951 Eh. Its SMILES is O=c1cc[nH]c(=O)[nH]1.CCCCC. As for the LUMO energy: 0.298 eV.

***

y.
# C9H16N2O2

A single C9H16N2O2 molecule (ωB97M-V/def2-TZVPD, the Open Molecules 2025 dataset).

ORCA input file:
```
! RIJCOSX wB97M-V def2-TZVPD def2/J DEFGRID3
* xyz 0 1
C 0.8386 0.6854 -1.9429
C 1.3607 -1.3909 -0.7975
C 2.7325 -0.9006 -0.3664
C 2.0826 0.9453 1.0399
C 0.6491 0.8009 0.8558
C 0.3294 -0.3271 -1.0649
C -1.9737 0.2118 -1.8865
C -1.4757 -1.6994 -0.4246
C -0.8660 2.3716 1.8591
N 1.4456 1.4056 -2.6497
N -0.9510 -0.7168 -1.3341
O 2.6933 -0.3325 0.9200
O -0.1666 1.9822 0.6817
H 1.5296 -2.0718 -1.6146
H 1.0275 -2.0567 0.0979
H 3.2810 -1.8061 -0.3743
H 3.2024 -0.1639 -1.0535
H 2.3685 1.7316 0.2108
H 2.4996 1.3714 2.0145
H 0.2273 0.1362 1.6798
H -1.5325 0.8652 -2.5972
H -2.6652 -0.2903 -2.6056
H -2.5737 0.4997 -1.0281
H -0.7508 -2.5066 -0.2412
H -1.6975 -1.3347 0.5608
H -2.3529 -2.0355 -0.9124
H -0.6498 1.7187 2.6698
H -2.0239 2.3574 1.6854
H -0.5658 3.3035 2.1270
*
```

As for the molar mass: 184.239 g mol⁻¹. The value obtained for the HOMO energy is -0.2798 Eh. Its HOMO-LUMO gap is 0.30699 Eh. As for the LUMO energy: 0.739 eV.

***

Going by the energies, w is most stable and the next is 1.014 eV up.

***

w.
# C5H11N3O

C5H11N3O as an isolated structure (ωB97M-V/def2-TZVPD, the Open Molecules 2025 dataset).

ORCA input file:
```
! RIJCOSX wB97M-V def2-TZVPD def2/J DEFGRID3
* xyz 0 1
C 1.6268 0.6542 -1.9400
C 0.6115 0.0679 2.1878
C -2.0155 -0.2963 0.8279
N 1.2097 -0.4431 -1.1030
N 0.3777 0.6500 0.8845
C -0.0049 -0.9013 -1.1757
C -0.8772 0.3751 0.0706
N -0.6655 -1.7756 -1.7878
O -1.1450 1.3603 -0.6551
H 0.6766 1.6149 0.7792
H -0.0944 -2.5048 -2.2112
H 0.9470 1.5062 -1.8334
H 2.6339 0.9746 -1.6801
H 1.5993 0.3203 -2.9853
H -0.1439 0.3773 2.9188
H 0.5885 -1.0206 2.1136
H 1.5800 0.3793 2.5793
H -2.7928 -0.5333 0.1050
H -1.7066 -1.2087 1.3358
H -2.4054 0.4035 1.5691
*
```

As for the molar mass: 129.163 g mol⁻¹. The value obtained for the HOMO energy (spin up / spin down) is -0.3006 / -0.2940 Eh. Its HOMO-LUMO gap (spin up / spin down) is 0.25279 / 0.25581 Eh. As for the LUMO energy (spin up / spin down): -1.300 / -1.040 eV.

***

x.
# C5H11N3O

A 2-piece molecular cluster, C5H11N3O overall (ωB97M-V/def2-TZVPD, the Open Molecules 2025 dataset).

ORCA input file:
```
! RIJCOSX wB97M-V def2-TZVPD def2/J DEFGRID3
* xyz 0 1
C 1.4560 -0.0502 -0.8815
C 1.6184 1.0544 0.4426
C 1.4623 -1.5278 -0.7232
O 2.6025 0.6434 -0.4475
H 0.9900 0.3841 -1.7569
H 1.6617 2.1339 0.5803
H 1.5877 0.4938 1.3720
H 0.5628 -1.9508 -1.1841
H 1.4988 -1.8039 0.3404
H 2.3491 -1.9617 -1.2084
C -2.4953 -0.2711 0.1440
C -1.1179 -0.0004 0.7032
N -0.5251 1.2269 0.3167
N -0.8998 1.8517 -0.7094
N -0.5829 -0.6145 1.6783
H -0.4932 2.7971 -0.6742
H -1.1598 -1.3835 2.0103
H -3.1438 0.5975 0.2500
H -2.4151 -0.5146 -0.9161
H -2.9565 -1.1043 0.6634
*
```

As for the molar mass: 129.163 g mol⁻¹. The value obtained for the HOMO energy is -0.3005 Eh. Its HOMO-LUMO gap is 0.29560 Eh. Its SMILES is [H]/N=N/C(C)=N/[H].C[C@H]1CO1. As for the LUMO energy: -0.132 eV.

***

Going by the energies, w is most stable and the next is 0.767 eV up.

***

w.
# C5H11N3O

A 2-piece molecular cluster, C5H11N3O overall (ωB97M-V/def2-TZVPD, the Open Molecules 2025 dataset).

ORCA input file:
```
! RIJCOSX wB97M-V def2-TZVPD def2/J DEFGRID3
* xyz 0 1
C -2.1734 -0.0537 1.3172
C -1.0205 -0.8387 0.7513
N -0.7722 0.5672 -1.0614
O -1.0785 -2.0461 0.6013
H -1.1605 0.0852 -1.8678
H -1.1390 1.5096 -0.9378
H -2.9101 0.0172 0.5110
H -2.6414 -0.6300 2.1168
H -1.8725 0.9416 1.6468
C 1.3770 -0.4928 -1.6937
C 0.6486 0.6294 -0.9989
C 0.5047 -0.2149 1.3489
N 1.1647 1.7816 -0.6942
N 1.5552 -0.9410 1.4228
H 2.1827 1.6956 -0.6388
H 2.3025 -0.4466 1.9210
H 0.4035 0.7615 1.8510
H 0.9851 -1.4571 -1.3648
H 1.2028 -0.4143 -2.7709
H 2.4412 -0.4537 -1.4599
*
```

As for the molar mass: 129.163 g mol⁻¹. The value obtained for the HOMO energy is -0.3282 Eh. Its HOMO-LUMO gap is 0.35620 Eh. Its SMILES is [H]/N=C/C(C)=O.[H]/N=C(\C)N. As for the LUMO energy: 0.761 eV.

***

x.
# C5H11N3O

A single C5H11N3O molecule (ωB97M-V/def2-TZVPD, the Open Molecules 2025 dataset).

ORCA input file:
```
! RIJCOSX wB97M-V def2-TZVPD def2/J DEFGRID3
* xyz 0 1
C 0.6998 0.3752 -0.9355
C -1.8740 -1.4989 0.4441
C -1.1852 1.7479 0.3613
C 0.8702 -1.2427 -0.0864
C -0.5194 0.5100 -0.1386
N 1.8302 -1.0247 0.9440
N 1.7204 1.3727 -0.8887
N -0.7084 -0.6558 0.3964
O 0.8347 -2.3057 -0.7057
H 0.5143 -0.0436 -1.9215
H 2.4384 -0.2368 0.7591
H 2.3597 -1.8730 1.0997
H 2.0918 1.6458 -1.7894
H 1.5016 2.2074 -0.3618
H -1.8947 -2.1490 -0.4335
H -1.7938 -2.1321 1.3292
H -2.7826 -0.8978 0.4937
H -1.1627 1.8140 1.4507
H -0.7122 2.6376 -0.0527
H -2.2282 1.7495 0.0354
*
```

As for the molar mass: 129.163 g mol⁻¹. The value obtained for the HOMO energy is -0.2783 Eh. Its HOMO-LUMO gap is 0.29329 Eh. As for the LUMO energy: 0.408 eV.

***

y.
# C5H11N3O

A single C5H11N3O molecule (ωB97M-V/def2-TZVPD, the Open Molecules 2025 dataset).

ORCA input file:
```
! RIJCOSX wB97M-V def2-TZVPD def2/J DEFGRID3
* xyz 0 1
C 1.7791 -0.9417 1.0512
C 1.9989 0.3833 -0.9942
C -2.9520 -0.8729 -0.8995
N 1.5031 0.3363 0.3859
C 0.0132 0.6840 0.4513
C -2.1311 0.1449 -0.1353
N 0.0517 1.7646 1.1577
N -0.7836 -0.1357 -0.1711
O -2.6433 1.1017 0.4306
H 1.5958 1.3073 1.0247
H -0.8565 2.1849 1.3311
H 2.8469 -1.1574 1.0197
H 1.4452 -0.8851 2.0860
H 1.8180 1.3750 -1.4049
H 1.2194 -1.7281 0.5433
H 3.0658 0.1634 -1.0167
H 1.4485 -0.3485 -1.5878
H -2.6643 -0.8579 -1.9511
H -2.7456 -1.8738 -0.5215
H -4.0094 -0.6445 -0.7995
*
```

As for the molar mass: 129.163 g mol⁻¹. The value obtained for the HOMO energy is -0.3234 Eh. Its HOMO-LUMO gap is 0.34609 Eh. Its SMILES is [H]/N=C(\N=C(\C)[O-])[NH+](C)C. As for the LUMO energy: 0.618 eV.

***

Going by the energies, y is most stable and the next is 1.057 eV up.

***

w.
# C2H4N4

C2H4N4 as an isolated structure (ωB97M-V/def2-TZVPD, the Open Molecules 2025 dataset).

ORCA input file:
```
! RIJCOSX wB97M-V def2-TZVPD def2/J DEFGRID3
* xyz 0 1
N -1.4970 1.0857 0.1249
C -0.3777 0.2474 0.0155
N 0.8130 0.4357 0.6606
N 1.7454 -0.3920 0.5151
N 0.6333 -1.7322 -1.0251
C -0.2172 -0.8783 -0.7669
H -1.4196 1.9165 -0.4524
H -1.6398 1.3764 1.0852
H 2.5580 -0.0668 1.0430
H -0.5983 -1.9925 -1.1997
*
```

As for the molar mass: 84.082 g mol⁻¹. The value obtained for the HOMO energy is -0.3047 Eh. Its HOMO-LUMO gap is 0.30653 Eh. As for the LUMO energy: 0.051 eV.

***

x.
# C2H4N4

A single C2H4N4 molecule (ωB97M-V/def2-TZVPD, the Open Molecules 2025 dataset).

ORCA input file:
```
! RIJCOSX wB97M-V def2-TZVPD def2/J DEFGRID3
* xyz 0 1
C 0.2056 0.0018 -0.0883
C -0.6676 1.0969 -0.0370
H 2.0953 0.8920 0.0777
H 2.0154 -0.8418 0.4827
H -0.3877 2.1324 -0.1210
H -0.3930 -2.0824 -0.0278
N 1.6058 -0.0525 -0.1297
N -1.9375 0.6126 -0.0190
N -1.9311 -0.6925 -0.0458
N -0.6052 -1.0664 -0.0916
*
```

As for the molar mass: 84.082 g mol⁻¹. The value obtained for the HOMO energy is -0.3187 Eh. Its HOMO-LUMO gap is 0.33969 Eh. Its SMILES is Nc1cnn[nH]1. As for the LUMO energy: 0.570 eV.

***

y.
# C2H4N4

A single C2H4N4 molecule (ωB97M-V/def2-TZVPD, the Open Molecules 2025 dataset).

ORCA input file:
```
! RIJCOSX wB97M-V def2-TZVPD def2/J DEFGRID3
* xyz 0 1
N -1.0295 1.2000 -1.2220
C -0.2047 0.3001 -0.5559
N 1.0702 -0.0531 -0.7253
N 1.2545 -0.9130 0.4042
C 0.1112 -0.9632 1.0826
N -0.8343 -0.2798 0.5088
H -1.7830 1.4694 -0.5949
H -0.6845 1.9650 -1.7796
H 2.1056 -1.2756 0.8443
H -0.0056 -1.4497 2.0379
*
```

As for the molar mass: 84.082 g mol⁻¹. The value obtained for the HOMO energy is -0.3245 Eh. Its HOMO-LUMO gap is 0.36121 Eh. Its SMILES is Nc1nc[nH]n1. As for the LUMO energy: 0.999 eV.

***

z.
# C2H4N4

C2H4N4 as an isolated structure (ωB97M-V/def2-TZVPD, the Open Molecules 2025 dataset).

ORCA input file:
```
! RIJCOSX wB97M-V def2-TZVPD def2/J DEFGRID3
* xyz 0 1
C -1.9326 0.6011 0.0190
C 0.5347 0.1014 0.3592
N -2.2288 -0.6640 0.0256
N -0.6285 0.4841 -0.4848
N -0.9234 -0.9082 -0.4337
N 0.1296 -1.2769 0.3193
H -2.5194 1.4828 0.1791
H 1.4873 0.3525 -0.1085
H 0.4983 0.5029 1.3782
H 1.3421 -2.5975 -1.6174
*
```

As for the molar mass: 84.082 g mol⁻¹. The value obtained for the HOMO energy (spin up / spin down) is -0.3236 / -0.3695 Eh. Its HOMO-LUMO gap (spin up / spin down) is 0.34655 / 0.34854 Eh. As for the LUMO energy (spin up / spin down): 0.626 / -0.570 eV.

***

Going by the energies, y is most stable and the next is 0.897 eV up.

***

w.
# CH6NO

An isolated ion of composition CH6NO and charge +1 (ωB97M-V/def2-TZVPD, the Open Molecules 2025 dataset).

ORCA input file:
```
! RIJCOSX wB97M-V def2-TZVPD def2/J DEFGRID3
* xyz 1 1
C -0.5140 -0.2481 0.1025
N 0.4011 0.2263 -0.9064
O 0.3714 0.1762 1.5743
H -1.3816 0.2462 0.3047
H -0.5485 -1.3083 0.0949
H -0.1489 0.4274 -1.7392
H 0.7279 1.1121 -0.4724
H 1.2170 -0.3879 -1.3082
H -0.1243 -0.2439 2.3499
*
```

As for the molar mass: 48.065 g mol⁻¹. The value obtained for the HOMO energy is -0.5879 Eh. Its HOMO-LUMO gap is 0.42790 Eh. Its SMILES is [NH3+]CO. As for the LUMO energy: -4.354 eV.

***

x.
# CH6NO

A 2-piece molecular cluster, CH6NO overall (ωB97M-V/def2-TZVPD, the Open Molecules 2025 dataset).

ORCA input file:
```
! RIJCOSX wB97M-V def2-TZVPD def2/J DEFGRID3
* xyz 1 1
N -0.2427 -2.1186 0.2473
H 0.3654 -2.9147 0.4687
H -0.9035 -2.3812 -0.4902
H -0.7750 -1.9804 1.1108
H 0.3282 -1.3028 0.0077
O 0.2157 1.5175 -0.0197
C 0.2961 2.6717 -0.3428
H 0.9046 3.0141 -1.1903
H -0.1888 3.4944 0.2085
*
```

As for the molar mass: 48.065 g mol⁻¹. The value obtained for the HOMO energy is -0.5015 Eh. Its HOMO-LUMO gap is 0.34291 Eh. As for the LUMO energy: -4.317 eV.

***

Going by the energies, x is most stable and the next is 1.515 eV up.